Density functional theory data (wB97M-V/def2-TZVPD) for C17H19I2N3PtSe as an isolated structure at a distorted geometry.

The geometry in XYZ format:
```
43
Properties=species:S:1:pos:R:3:lowdin_charge:R:1
Pt 0.612 -2.413 -0.229 0.31
I 0.329 -4.384 -1.989 0.93
C 2.457 -4.471 -2.242 -1.04
I 3.406 -2.796 -1.337 0.90
H 2.667 -4.465 -3.305 -0.01
H 2.813 -5.373 -1.762 -0.02
C -0.326 1.722 -4.577 0.01
N -0.895 1.932 -3.249 -0.06
C -0.748 1.146 -2.184 -0.67
Se 0.197 -0.474 -2.171 0.67
N -1.410 1.698 -1.159 0.14
C -2.019 2.889 -1.568 -0.16
C -2.808 3.813 -0.899 0.01
C -3.263 4.884 -1.643 -0.05
C -2.940 5.028 -2.998 -0.05
C -2.144 4.108 -3.655 0.02
C -1.691 3.034 -2.903 -0.15
H 0.310 0.843 -4.569 0.05
H 0.267 2.590 -4.858 0.11
H -1.124 1.584 -5.304 0.11
H -1.456 1.298 -0.237 0.16
H -3.056 3.702 0.148 0.12
H -3.887 5.631 -1.172 0.12
H -3.323 5.878 -3.544 0.12
H -1.891 4.221 -4.700 0.12
C -0.381 -3.780 2.459 -0.03
C 0.347 -2.771 3.279 -0.16
C 0.369 -2.832 4.638 0.00
C 1.081 -1.877 5.383 0.06
C 1.821 -0.850 4.782 0.00
C 1.842 -0.710 3.425 -0.15
C 2.639 0.348 2.749 -0.01
C 1.060 -1.661 2.617 -0.29
N 1.006 -1.461 1.353 -0.06
H -0.987 -4.433 3.084 0.10
H 0.333 -4.404 1.914 0.09
H -1.033 -3.297 1.728 0.07
H -0.170 -3.620 5.150 0.13
H 1.066 -1.944 6.464 0.14
H 2.378 -0.156 5.399 0.13
H 3.047 1.054 3.469 0.10
H 2.037 0.878 2.011 0.09
H 3.469 -0.109 2.203 0.10
```

Output
Total charge   +2
Relative energy (zero: lowest compared OMol25 entry of this formula, charge and spin)   32.8 kcal/mol
HOMO (alpha / beta)   -13.56 / -13.56 eV
E   -3938.95904 hartree
Gap between HOMO and LUMO (alpha / beta)   5.25 / 5.27 eV

Density functional theory data (wB97M-V/def2-TZVPD) for a 2-piece molecular cluster, C17H19N overall at a distorted geometry.

The geometry in XYZ format:
```
37
Properties=species:S:1:pos:R:3:lowdin_charge:R:1
C 1.721 0.799 0.037 -0.18
C 3.261 1.114 0.118 -0.08
C 1.174 1.159 -1.341 -0.24
C 1.661 0.386 -2.467 -0.04
C 0.261 2.175 -1.541 -0.06
C 1.054 0.562 -3.670 -0.10
C -0.381 2.283 -2.812 -0.11
C 0.086 1.556 -3.837 -0.13
H 1.708 -0.287 0.045 0.07
H 1.036 1.286 0.737 0.11
H 3.667 1.801 -0.624 0.07
H 2.326 -0.451 -2.253 0.12
H -0.126 2.883 -0.815 0.11
H 1.282 -0.062 -4.544 0.11
H -1.273 2.895 -2.931 0.11
H -0.404 1.569 -4.811 0.10
H 3.787 0.144 0.061 0.07
H 3.513 1.542 1.072 0.05
C -2.044 -0.421 -1.017 -0.03
C -1.489 -0.969 1.459 -0.14
C -1.351 -1.169 0.066 -0.24
C -0.563 -1.822 2.128 -0.21
C -0.326 -2.070 -0.105 -0.06
C -2.262 -0.337 3.677 -0.09
C -1.203 -1.074 4.237 -0.11
C -2.391 -0.273 2.275 -0.02
C -0.317 -1.797 3.474 -0.04
N 0.193 -2.440 1.129 0.06
H -3.032 0.196 4.244 0.10
H -1.157 -1.054 5.322 0.10
H -3.283 0.295 2.037 0.10
H 0.420 -2.366 4.062 0.12
H -3.059 -0.310 -0.576 0.09
H -2.033 -1.012 -1.934 0.08
H 0.046 -2.630 -0.949 0.12
H 1.138 -2.662 1.387 0.14
H -1.642 0.560 -1.342 0.06
```

Output
Structure (SMILES)   Cc1c[nH]c2ccccc12.CCc1ccccc1
Total charge   0
Relative energy (zero: lowest compared OMol25 entry of this formula, charge and spin)   33.6 kcal/mol
HOMO   -7.75 eV
E   -713.90876 hartree
Gap between HOMO and LUMO   8.51 eV

Density functional theory data (wB97M-V/def2-TZVPD) for C17H19N3O6S in the gas phase at a distorted geometry.

The geometry in XYZ format:
```
46
Properties=species:S:1:pos:R:3:lowdin_charge:R:1
O -2.393 -1.025 1.148 0.06
C -2.725 -0.942 -0.018 -0.46
N -3.969 -1.272 -0.433 0.08
H -4.236 -1.137 -1.395 0.15
C -5.019 -1.653 0.494 -0.09
C -6.096 -0.621 0.553 -0.27
C -6.167 0.577 1.201 -0.02
C -7.415 1.145 0.846 -0.06
C -8.006 0.253 0.008 -0.12
O -7.215 -0.817 -0.180 0.04
H -8.951 0.259 -0.498 0.12
H -7.813 2.084 1.174 0.10
H -5.426 0.994 1.850 0.11
H -5.451 -2.610 0.185 0.13
H -4.538 -1.758 1.470 0.13
C -1.804 -0.467 -1.138 -0.22
C -1.567 1.047 -1.009 -0.11
C -0.706 1.361 0.213 -0.18
N 0.556 0.652 0.161 -0.22
S 1.704 1.282 -0.873 0.68
O 1.790 0.590 -2.129 -0.28
O 1.552 2.706 -0.888 -0.27
C 3.177 0.882 0.081 -0.25
C 4.002 -0.151 -0.311 0.03
C 5.111 -0.445 0.475 -0.13
C 5.393 0.284 1.624 0.02
C 4.553 1.321 1.995 -0.04
C 3.440 1.617 1.223 -0.03
H 2.769 2.420 1.481 0.12
H 4.767 1.893 2.884 0.11
H 6.265 0.028 2.206 0.12
N 5.985 -1.534 0.092 -0.36
O 5.651 -2.214 -0.851 0.09
O 6.992 -1.696 0.745 0.09
H 3.796 -0.704 -1.215 0.13
C 0.393 -0.785 0.081 -0.18
C -0.457 -1.204 -1.118 -0.11
H 0.086 -0.959 -2.032 0.10
H -0.622 -2.283 -1.084 0.13
H 1.388 -1.228 0.011 0.12
H -0.085 -1.111 1.008 0.12
H -0.473 2.425 0.253 0.12
H -1.215 1.056 1.131 0.13
H -2.520 1.575 -0.936 0.12
H -1.039 1.397 -1.900 0.12
H -2.291 -0.664 -2.099 0.14
```

Output
Structure (SMILES)   O=C(NCc1ccco1)C1CCN(S(=O)(=O)c2cccc([N+](=O)[O-])c2)CC1
Total charge   0
Relative energy (zero: lowest compared OMol25 entry of this formula, charge and spin)   24.5 kcal/mol
HOMO   -8.87 eV
E   -1673.00634 hartree
Gap between HOMO and LUMO   8.15 eV

Density functional theory data (wB97M-V/def2-TZVPD) for C17H19N3OS in the gas phase.

The geometry in XYZ format:
```
41
Properties=species:S:1:pos:R:3:lowdin_charge:R:1
C -3.555 -4.738 0.321 -0.11
C -3.399 -3.250 0.612 -0.27
C -3.028 -2.470 -0.648 -0.18
C -2.862 -0.972 -0.379 -0.13
N -1.791 -0.696 0.542 0.02
C -0.448 -0.714 0.285 -0.26
N 0.285 -0.433 1.327 0.17
C -0.596 -0.220 2.355 -0.22
C -0.365 0.107 3.686 -0.02
C -1.462 0.256 4.507 -0.10
C -2.763 0.089 4.028 -0.10
C -3.014 -0.235 2.710 -0.03
C -1.917 -0.388 1.877 -0.17
H -4.025 -0.363 2.352 0.10
H -3.593 0.216 4.708 0.10
H -1.318 0.509 5.547 0.10
H 0.641 0.235 4.051 0.11
C 0.148 -1.009 -1.052 -0.09
N 1.310 -0.181 -1.269 0.06
C 1.315 0.767 -2.238 -0.51
O 0.437 0.853 -3.079 0.06
C 2.482 1.659 -2.245 -0.43
C 2.723 2.639 -3.170 -0.10
C 3.914 3.347 -2.927 -0.18
C 4.566 2.902 -1.820 -0.41
S 3.742 1.609 -1.053 1.05
H 5.488 3.256 -1.403 0.06
H 4.270 4.152 -3.544 0.10
H 2.054 2.827 -3.990 0.12
H 1.947 -0.122 -0.488 0.09
H 0.440 -2.066 -1.102 0.13
H -0.553 -0.794 -1.863 0.11
H -3.781 -0.569 0.052 0.12
H -2.667 -0.445 -1.319 0.13
H -2.099 -2.869 -1.059 0.11
H -3.809 -2.599 -1.400 0.12
H -2.626 -3.109 1.370 0.11
H -4.336 -2.860 1.017 0.11
H -3.823 -5.276 1.227 0.07
H -2.626 -5.152 -0.062 0.07
H -4.335 -4.903 -0.420 0.07
```

Output
Structure (SMILES)   CCCCn1c(CNC(=O)c2cccs2)nc2ccccc21
Total charge   0
Relative energy (zero: lowest compared OMol25 entry of this formula, charge and spin)   1.0 kcal/mol
HOMO   -8.51 eV
E   -1296.94423 hartree
Gap between HOMO and LUMO   9.10 eV

Density functional theory data (wB97M-V/def2-TZVPD) for C17H19N5O2Re as an isolated structure at a distorted geometry.

The geometry in XYZ format:
```
44
Properties=species:S:1:pos:R:3:lowdin_spin:R:1
N -0.798 2.652 -0.302 0.03
C -0.288 3.696 -0.332 0.01
C 0.195 5.055 -0.285 0.00
H -0.659 5.737 -0.320 0.00
H 0.842 5.268 -1.142 0.00
H 0.763 5.233 0.638 0.00
N 1.867 -1.230 -0.721 0.02
C 2.834 -1.865 -0.850 0.14
C 4.015 -2.636 -1.141 0.03
H 4.633 -2.131 -1.901 0.01
H 3.754 -3.646 -1.493 0.01
H 4.632 -2.729 -0.232 0.00
N -2.679 -0.407 -0.315 0.03
C -3.473 -1.255 -0.365 0.01
C -4.558 -2.208 -0.312 0.00
H -4.329 -3.015 0.396 0.00
H -4.728 -2.655 -1.298 0.00
H -5.478 -1.701 0.000 0.00
Re 0.322 -0.249 -0.514 1.34
C -0.158 -1.744 0.612 0.03
O -0.341 -2.725 1.220 0.04
C 1.482 0.887 0.535 0.03
O 2.306 1.505 1.086 0.05
C 0.675 1.238 -2.604 -0.01
C -0.732 1.308 -2.663 0.04
C -1.484 0.145 -2.664 0.04
C -0.841 -1.112 -2.616 0.00
C 0.524 -1.162 -2.958 0.02
C 1.286 0.016 -2.943 0.02
H 1.282 2.115 -2.391 0.00
H -1.242 2.269 -2.639 0.00
H -2.569 0.220 -2.637 0.00
H -1.394 -2.031 -2.431 0.00
H 0.973 -2.124 -3.201 0.00
H 2.351 0.005 -3.166 0.00
N -1.727 1.982 3.168 0.04
C -2.503 0.840 3.220 0.34
C -1.922 -0.072 2.361 0.31
N -0.817 0.514 1.789 0.13
C -0.719 1.737 2.278 0.24
H -1.918 2.882 3.617 0.00
H -3.418 0.783 3.782 0.01
H -2.308 -1.050 2.117 0.01
H -0.028 2.524 2.037 0.00
```

Output
⟨S²⟩   3.777
Total charge   +4
Relative energy (zero: lowest compared OMol25 entry of this formula, charge and spin)   0.0 kcal/mol
Multiplicity   4
HOMO (alpha / beta)   -21.92 / -22.72 eV
E   -1159.95977 hartree
Gap between HOMO and LUMO (alpha / beta)   7.84 / 6.23 eV